DFT (ωB97M-V with the def2-TZVPD basis set) results for a structure of composition C28H34Cl2F6Ge2N4O4RuS3 in a non-equilibrium geometry.

```
84
Properties=species:S:1:pos:R:3:forces:R:3:lowdin_spin:R:1
Ru 0.116936 -0.422948 0.193374 -1.435 -0.764 -1.200 2.544
F 0.204036 -1.264048 4.946874 0.093 0.136 -0.516 0.000
C 0.986636 -0.235848 4.623874 0.150 -0.054 0.462 0.000
F 0.452936 0.866652 5.137174 0.030 0.115 -0.300 0.000
F 2.183036 -0.430448 5.157074 -0.022 0.033 -0.244 0.000
S 1.137536 -0.096948 2.764574 1.476 0.269 2.679 0.011
O -0.200564 0.312252 2.373674 -0.976 0.148 -0.616 0.035
O 1.460436 -1.412648 2.297574 0.421 -0.517 -0.091 0.039
N 2.204036 1.009052 2.618674 -0.096 -0.147 0.264 0.001
S 2.867836 1.275352 1.201474 0.491 0.483 0.026 0.010
O 3.908336 0.366352 0.876774 0.733 -0.026 0.232 0.004
O 1.843436 1.469052 0.198574 -0.202 0.267 -0.392 0.070
C 3.704836 2.931352 1.464774 -0.059 0.481 0.085 0.004
F 2.852336 3.929952 1.277174 -0.052 -0.304 -0.024 0.000
F 4.203036 3.011252 2.686874 -0.031 -0.217 0.124 0.001
F 4.692736 3.058952 0.588174 -0.152 -0.354 -0.063 0.000
C 2.921236 -5.069848 0.671474 -0.235 -0.145 -0.061 0.002
C 1.451036 -5.477048 0.628974 0.408 -0.162 -0.141 0.002
N 0.575736 -4.338348 0.849974 0.133 0.164 0.026 0.021
C -0.165364 -3.597748 0.034474 -0.608 -0.151 0.065 0.033
S -1.245964 -2.492048 0.811174 -0.035 0.432 0.081 0.180
N -0.227664 -3.681748 -1.293026 0.160 0.115 0.007 0.009
C 0.672136 -4.312748 -2.247526 0.019 -0.479 -0.205 0.002
C 0.092836 -5.607348 -2.814126 0.210 0.216 0.072 0.001
H 3.546436 -5.953148 0.578374 0.119 -0.063 0.012 0.000
H 3.145036 -4.582448 1.617574 0.085 0.051 0.070 0.000
H 3.167436 -4.379648 -0.133126 0.027 0.034 -0.048 0.001
H 1.250536 -6.184448 1.440274 -0.048 0.040 -0.194 0.000
H 1.200836 -5.968548 -0.310026 -0.060 0.017 0.123 0.000
H 0.567136 -4.012948 1.810174 -0.225 0.076 -0.206 0.001
H -0.935164 -3.084648 -1.709426 0.130 -0.087 0.314 0.002
H 1.645036 -4.485348 -1.788026 -0.049 0.087 0.028 0.000
H 0.826136 -3.598248 -3.060726 0.035 -0.031 0.083 0.001
H -0.089364 -6.341448 -2.032326 -0.027 -0.045 0.052 0.000
H 0.794136 -6.029648 -3.529026 0.009 -0.091 -0.106 0.000
H -0.847864 -5.412548 -3.322726 -0.080 -0.009 -0.053 0.000
C -3.003764 0.446052 -2.395426 0.363 0.440 0.475 0.050
Ge -2.042964 2.128652 -1.887026 -0.441 0.087 -1.234 0.246
C -3.311564 3.686952 -2.000226 0.506 -0.525 0.444 0.058
C -0.389664 2.557552 -2.921726 -0.446 -0.153 0.566 0.048
Ge -1.196164 1.571752 0.599274 -1.601 1.947 0.967 0.250
C -0.433864 3.293952 1.259174 -0.058 -0.596 -0.288 0.029
C -0.235464 4.364852 0.392974 -0.132 -0.275 -0.148 0.008
C 0.302436 5.554552 0.846874 0.011 0.135 0.061 0.000
C 0.665536 5.684952 2.176274 -0.031 0.015 0.017 0.002
C 0.477036 4.627552 3.049974 -0.061 0.020 0.070 0.002
C -0.076864 3.442552 2.596574 -0.129 -0.191 0.056 0.006
C -2.937064 1.292652 1.623974 0.996 -0.093 -0.542 0.030
C -2.924164 0.981552 2.978374 0.097 -0.026 0.206 0.005
C -4.107764 0.812852 3.678674 0.062 -0.017 0.029 0.001
C -5.322864 0.964952 3.035374 -0.093 -0.019 0.002 0.001
C -5.350264 1.297152 1.691774 -0.066 -0.014 -0.067 0.001
C -4.164264 1.444352 0.990674 0.123 0.079 -0.201 0.009
H -2.980564 0.337852 -3.475826 0.057 0.072 -0.092 0.009
H -4.040064 0.479052 -2.070826 -0.047 0.100 0.092 0.000
H -2.503464 -0.407048 -1.937226 -0.073 0.045 -0.102 0.001
H -3.541964 3.836252 -3.052526 0.089 -0.108 -0.207 0.012
H -2.870664 4.599352 -1.611726 0.099 0.061 0.056 0.000
H -4.240164 3.497652 -1.472126 -0.055 -0.073 0.081 0.000
H -0.508264 2.215552 -3.944826 -0.107 -0.089 -0.090 0.008
H 0.467436 2.059752 -2.475526 0.099 -0.003 -0.006 0.002
H -0.219764 3.630452 -2.933626 -0.023 0.092 0.100 0.001
H -0.506364 4.268052 -0.649726 0.052 0.060 -0.105 0.003
H 0.451336 6.378752 0.166574 -0.005 0.072 -0.102 0.000
H 1.104936 6.604452 2.528274 0.035 0.129 0.049 0.000
H 0.763736 4.723052 4.087674 0.001 0.003 0.062 0.000
H -0.225064 2.627452 3.291274 -0.017 0.054 0.066 0.000
H -1.988964 0.856152 3.500074 -0.064 0.019 0.090 0.000
H -4.074664 0.554252 4.727874 -0.006 0.005 0.046 0.000
H -6.244664 0.814952 3.577474 -0.075 0.042 0.034 0.000
H -6.294864 1.432252 1.184574 -0.052 -0.011 -0.036 0.000
H -4.196664 1.693852 -0.061026 -0.119 -0.019 -0.049 0.003
Cl 2.297136 -1.548448 -0.289326 0.444 -0.784 -0.431 0.097
C 2.247936 -1.347648 -2.001226 -0.294 0.390 -0.585 0.129
C 3.339636 -1.594348 -2.795726 0.029 -0.070 0.364 -0.012
C 3.233936 -1.423348 -4.171626 -0.178 -0.002 0.187 0.142
C 2.013536 -1.058848 -4.726726 -0.025 0.028 -0.104 -0.018
C 0.910036 -0.822448 -3.934826 0.161 -0.075 0.285 0.121
Cl -0.591864 -0.431048 -4.655026 -0.176 -0.037 -0.204 0.037
C 0.983636 -0.887648 -2.507026 1.224 -0.190 -0.737 0.070
N 0.016536 -0.572948 -1.688226 -0.542 0.035 0.756 0.669
H 4.264036 -1.902048 -2.335226 0.177 -0.043 0.009 -0.002
H 4.094136 -1.577348 -4.803026 0.049 -0.039 -0.057 0.008
H 1.929836 -0.946248 -5.795426 -0.099 0.004 -0.125 -0.003
```
Forces are in eV/Å.

Its frontier orbital gap (spin up / spin down) is 6.9 / 5.6 eV. The value obtained for the HOMO energy (spin up / spin down) is -10.1 / -11.2 eV. As for the multiplicity: 6. The expectation value of S² is 8.8307. As for the LUMO energy (spin up / spin down): -3.165 / -5.671 eV. As for the charge: +1.


DFT (ωB97M-V with the def2-TZVPD basis set) results for a structure of composition C28H34Cl2N3O7P2S2Tl in a non-equilibrium geometry.

```
79
Properties=species:S:1:pos:R:3:forces:R:3:lowdin_charge:R:1
Tl 0.208545 -0.338477 0.093467 1.250 -0.210 -0.089 0.812
N 0.319307 -2.321519 1.598633 -0.370 0.085 -0.353 -0.003
C 1.418265 -3.269267 1.759478 0.288 -0.161 0.276 -0.226
C 2.540423 -2.676844 2.602220 -0.025 0.123 -0.497 -0.177
C 3.267965 -1.551203 1.875091 0.257 -0.314 0.243 -0.256
N 2.445760 -0.350614 1.756759 -0.008 0.235 0.064 -0.012
H 0.038885 -1.934414 2.495973 -0.054 -0.090 0.012 0.084
H -0.502304 -2.770239 1.199079 0.106 -0.103 0.231 0.065
H 1.802528 -3.510073 0.765662 -0.007 -0.070 0.022 0.121
H 1.068146 -4.199337 2.230521 -0.020 0.137 -0.137 0.122
H 3.258005 -3.466840 2.829293 -0.005 0.005 0.062 0.115
H 2.134854 -2.313925 3.549996 -0.010 -0.026 0.165 0.111
H 3.496985 -1.876961 0.861905 0.099 0.013 0.038 0.071
H 4.214213 -1.348589 2.397167 -0.058 0.028 -0.102 0.116
H 2.869370 0.273945 1.080925 0.150 0.117 0.150 0.057
H 2.387638 0.131384 2.647778 0.124 0.146 -0.094 0.072
Cl 4.658878 -2.489419 -1.733723 0.182 -0.015 0.098 0.706
C 3.129628 -2.487420 -2.541877 -0.345 0.381 0.358 -0.585
C 2.997595 -3.201095 -3.728199 -0.501 -0.089 -0.383 -0.130
C 1.800338 -3.208807 -4.401799 0.479 -0.043 0.158 -0.620
Cl 1.669202 -4.095731 -5.883947 -0.026 -0.112 -0.173 0.687
C 0.697336 -2.477686 -3.919433 -0.018 0.249 0.287 -0.168
C -0.548471 -2.370790 -4.572894 -0.123 0.132 0.101 -0.005
C -1.523031 -1.570116 -4.042353 0.156 -0.095 -0.127 -0.005
C -1.283253 -0.899207 -2.834307 -0.111 -0.037 -0.104 -0.086
N -0.145680 -1.009288 -2.200366 -0.085 0.250 0.371 0.066
C 0.849261 -1.751204 -2.708364 0.457 -0.467 -0.483 -0.136
C 2.088718 -1.742484 -1.975800 0.377 -0.471 -0.587 -0.405
O 2.219662 -1.067737 -0.894261 -0.444 0.327 0.716 -0.193
H 3.847339 -3.741054 -4.115804 0.033 -0.069 -0.047 0.104
H -0.711469 -2.908142 -5.495373 -0.001 -0.025 -0.043 0.093
H -2.471123 -1.438085 -4.537180 -0.113 -0.005 -0.037 0.114
H -2.024499 -0.241919 -2.411292 0.016 -0.191 -0.088 0.071
O -1.697314 -1.623589 -0.007327 -0.053 0.356 0.040 -0.394
S -2.653192 -1.243031 1.065549 -0.814 -1.071 1.129 0.527
O -2.972675 -2.396951 1.878201 -0.220 0.057 -0.282 -0.292
O -2.201754 -0.134341 1.907805 -0.959 -0.527 -0.535 -0.450
C -4.098513 -0.828249 0.108311 0.435 -0.366 0.368 -0.222
C -5.139589 -1.743791 0.140516 -0.068 0.027 0.110 -0.044
C -6.187404 -1.631914 -0.757803 0.046 0.060 0.010 -0.058
C -6.187862 -0.603894 -1.689196 0.081 0.017 0.099 -0.054
C -5.146454 0.310261 -1.704544 -0.045 0.014 -0.174 -0.047
C -4.088649 0.190191 -0.816948 0.262 0.561 -0.134 -0.228
S -2.876346 1.519983 -0.948061 -0.225 1.126 -0.367 0.479
O -2.771164 1.774142 -2.373060 0.005 -0.185 0.087 -0.318
O -3.457917 2.610784 -0.194840 0.019 -0.268 0.026 -0.294
O -1.568171 1.106940 -0.377847 -1.198 0.258 -0.712 -0.530
H -5.092928 -2.537632 0.868910 -0.032 -0.115 0.006 0.111
H -6.987725 -2.356735 -0.742465 -0.064 -0.033 0.023 0.107
H -6.993633 -0.518712 -2.403681 -0.040 0.039 -0.039 0.108
H -5.104938 1.118559 -2.418818 -0.128 0.019 -0.093 0.117
C 0.242490 3.410747 -1.402683 -0.002 -0.316 0.137 -0.210
P 1.255827 2.071886 -0.666283 0.559 0.654 -0.367 0.927
C 2.750925 2.136554 -1.739754 -0.317 -0.155 0.284 -0.237
C 1.785566 2.783613 0.938620 0.022 -0.208 -0.173 -0.369
C 2.924927 3.582052 1.014082 0.002 0.054 0.017 -0.084
C 3.360245 4.098529 2.221977 0.034 0.032 -0.026 -0.071
C 2.649610 3.823932 3.377594 0.040 0.033 -0.009 -0.069
C 1.527934 3.018303 3.312241 -0.033 0.005 0.087 -0.097
C 1.079915 2.472473 2.112665 -0.118 -0.259 -0.002 -0.359
P -0.395003 1.325209 2.094439 0.959 0.775 0.727 0.915
C -0.383963 0.688353 3.825007 -0.010 -0.013 -0.404 -0.209
C -1.680156 2.617729 2.184123 0.011 -0.272 -0.105 -0.191
H 0.803549 4.347827 -1.417272 -0.015 -0.078 0.012 0.057
H -0.680242 3.522203 -0.839565 -0.022 0.090 0.018 0.030
H -0.027284 3.109896 -2.414114 -0.048 0.027 -0.049 0.057
H 3.096316 3.152113 -1.924020 -0.024 0.058 0.011 0.041
H 2.470692 1.682546 -2.689657 0.010 -0.031 -0.044 0.051
H 3.546168 1.537909 -1.303637 0.080 -0.071 0.004 0.047
H 3.486882 3.802087 0.119159 0.049 0.036 -0.078 0.094
H 4.247446 4.713842 2.260580 0.054 0.040 -0.019 0.106
H 2.968741 4.230802 4.327464 0.014 0.009 0.027 0.108
H 0.990477 2.812076 4.223895 -0.053 -0.028 0.138 0.093
H 0.591298 0.292116 4.091143 0.131 -0.033 0.066 0.039
H -1.133582 -0.094610 3.882604 -0.001 -0.038 0.052 0.042
H -0.662310 1.477908 4.519153 0.035 0.048 0.057 0.049
H -1.382522 3.327771 2.958061 0.009 -0.057 -0.005 0.061
H -2.628274 2.146958 2.422836 -0.063 0.055 0.025 0.057
H -1.798458 3.120310 1.229663 0.043 0.040 0.049 0.026
```
Forces are in eV/Å.

Its frontier orbital gap is 7.2 eV. The value obtained for the HOMO energy is -7.5 eV. As for the LUMO energy: -0.389 eV. As for the charge: 0. As for the energy relative to the best compared isomer or geometry (same formula, charge and spin): 22.5 kcal per mole.